Below is a molecular structure, C3H6N2O2 at a distorted geometry, with properties calculated with ωB97M-V with the def2-TZVPD basis set.

Values from the calculation:
Multiplicity: 1
Charge: 0
Kohn-Sham gap, eV: 9.477

XYZ file:
```
13
C3H6N2O2 ωB97M-V with the def2-TZVPD basis set
C -0.716 -1.450 0.457
C 1.112 0.858 -0.046
C 2.387 0.645 -0.189
O -0.356 -0.693 -0.670
O -2.146 1.080 -0.030
N -0.955 0.917 -0.692
N 0.010 1.462 0.067
H -2.813 1.056 -0.732
H -1.137 -0.885 1.298
H -1.440 -2.207 0.140
H 0.177 -1.952 0.848
H 2.892 -0.160 0.321
H 2.985 1.331 -0.773
```